Density functional theory data (ωB97M-V/def2-TZVPD) for the molecule C8H13N3O6 in a non-equilibrium geometry.

Structure (XYZ):
```
30
Properties=species:S:1:pos:R:3:forces:R:3:nbo_charge:R:1
C 1.3825 -0.3790 -0.7966 0.7 -1.4 -1.3 -0.15
C 0.9479 -1.2676 0.3831 0.9 -1.7 0.0 0.67
C 2.9296 -0.6270 -1.1990 -2.4 -1.6 -2.5 -0.57
C 3.9274 0.2726 -0.4996 3.0 -0.5 0.1 0.78
C -1.3268 -0.1883 0.1931 -1.5 -0.4 2.6 -0.15
C -1.3166 1.2902 0.6392 0.4 -0.8 1.5 0.84
C -2.7497 -0.8246 0.5297 -0.5 2.7 -0.5 -0.49
C -3.8704 -0.4760 -0.5828 0.6 0.9 1.2 0.69
H 1.9793 1.5627 -0.9856 -3.4 -1.5 2.4 0.39
H 1.5159 0.8239 0.7313 -1.3 2.0 -4.2 0.38
H 0.7485 -0.6986 -1.6786 0.7 0.3 0.6 0.21
H 2.9543 -0.6722 -2.3833 0.4 0.7 2.5 0.25
H 2.9886 -1.7159 -0.9086 0.9 1.2 0.0 0.29
H 3.1862 -0.6591 1.3050 1.9 2.4 -2.4 0.53
H -0.4499 -1.6120 1.7642 -0.7 1.5 -2.0 0.44
H -1.1798 -0.1386 -0.8454 0.2 -0.4 -1.4 0.24
H -3.1003 -0.5513 1.5960 0.5 -0.1 -1.8 0.24
H -2.7261 -1.8938 0.4868 0.3 -0.5 -0.1 0.25
H -4.6052 0.9255 -1.9450 -0.6 -0.4 -0.3 0.40
H -3.4223 1.6652 -0.9856 -0.1 -1.8 0.0 0.44
H -1.0504 2.3400 2.2634 0.8 -2.4 -1.2 0.51
N 1.1014 0.9792 -0.4169 4.8 1.7 2.4 -0.83
N -0.3476 -1.0517 0.8487 3.0 -1.7 1.1 -0.62
N -3.8755 0.7698 -1.2862 0.7 -0.9 1.5 -0.87
O 1.7746 -2.1336 0.8290 -2.8 2.5 -0.2 -0.66
O 4.8937 0.9022 -1.0057 -4.3 -2.0 2.1 -0.54
O 3.7953 0.1364 0.8848 -1.0 -1.2 0.5 -0.74
O -1.8315 2.1984 0.0557 0.0 0.1 0.0 -0.61
O -4.6602 -1.3862 -0.7192 -0.1 0.9 -0.9 -0.59
O -0.7883 1.4003 1.9010 -1.2 2.5 0.3 -0.71
```
Forces are in eV/Å.

Summary:
- HOMO energy: -0.369 hartree
- LUMO energy: 0.151 eV
- SMILES: NC(=O)C[C@H](NC(=O)[C@@H](N)CC(=O)O)C(=O)O
- E: -928.30496 Eh
- Energy relative to the best compared isomer or geometry (same formula, charge and spin): 388.92 kJ/mol
- Gap between HOMO and LUMO: 10.19 eV